(1)
Computed, not measured: a 11-piece molecular cluster, C17H56N10O17 overall in a non-equilibrium geometry, with ωB97M-V/def2-TZVPD.

Last column: Mulliken charge in e.
Atoms and positions in Å:
1 N 3.12 -2.14 2.64  -0.323
2 C 1.84 -2.15 2.15  0.601
3 N 0.89 -2.58 3.03  -0.441
4 O 1.62 -1.92 0.96  -0.725
5 H 3.31 -2.52 3.55  0.162
6 H 3.85 -1.92 1.98  0.172
7 H 1.18 -2.76 3.97  0.150
8 H -0.03 -2.77 2.68  0.248
9 N -3.09 1.58 -2.75  -0.280
10 C -3.42 1.72 -4.08  0.472
11 N -2.89 0.80 -4.94  -0.242
12 O -4.07 2.69 -4.46  -0.714
13 H -2.51 0.82 -2.42  0.252
14 H -3.56 2.23 -2.15  0.158
15 H -2.28 0.11 -4.54  0.178
16 H -2.95 0.91 -5.93  0.193
17 N -3.38 -3.95 -3.66  -0.252
18 C -2.16 -3.41 -3.95  0.669
19 N -1.25 -4.35 -4.38  -0.414
20 O -1.93 -2.19 -3.91  -0.675
21 H -3.43 -4.95 -3.71  0.141
22 H -4.19 -3.32 -3.61  0.127
23 H -1.57 -5.25 -4.67  0.164
24 H -0.26 -4.16 -4.36  0.218
25 N 5.40 -2.33 -1.94  -0.400
26 C 4.56 -1.91 -0.93  0.652
27 N 3.19 -2.01 -1.20  -0.255
28 O 5.00 -1.50 0.15  -0.697
29 H 6.38 -2.26 -1.72  0.254
30 H 5.10 -2.76 -2.79  0.160
31 H 2.97 -2.67 -1.93  0.145
32 H 2.66 -2.10 -0.33  0.133
33 N -5.13 -1.17 -1.85  -0.275
34 C -5.91 -1.69 -2.85  0.604
35 N -7.25 -1.82 -2.57  -0.423
36 O -5.46 -1.96 -3.97  -0.740
37 H -5.49 -0.83 -0.98  0.206
38 H -4.17 -1.05 -2.11  0.244
39 H -7.91 -1.84 -3.33  0.255
40 H -7.61 -1.46 -1.71  0.171
41 O -1.64 -3.75 0.13  -0.451
42 C -0.61 -4.50 -0.48  0.090
43 C -0.97 -5.89 -0.91  -0.650
44 O -1.25 -6.68 0.24  -0.522
45 H -2.30 -4.42 0.38  0.322
46 H -0.19 -3.90 -1.30  0.088
47 H 0.28 -4.58 0.16  0.036
48 H -0.19 -6.34 -1.54  0.444
49 H -1.85 -5.85 -1.57  0.314
50 H -1.37 -7.59 -0.07  0.305
51 O -1.55 4.07 2.13  -0.603
52 C -0.20 4.27 2.57  -0.184
53 C 0.05 4.99 3.87  -0.314
54 O 0.18 6.39 3.73  -0.540
55 H -1.99 3.57 2.83  0.327
56 H 0.17 3.24 2.63  0.079
57 H 0.40 4.61 1.73  0.360
58 H 0.90 4.47 4.33  0.123
59 H -0.75 4.80 4.60  0.401
60 H -0.10 6.76 4.57  0.367
61 O 2.55 4.23 -2.30  -0.516
62 C 2.44 2.85 -2.61  0.037
63 C 3.70 2.09 -2.29  0.117
64 O 3.67 0.74 -2.74  -0.580
65 H 2.49 4.73 -3.11  0.298
66 H 1.59 2.43 -2.05  -0.233
67 H 2.19 2.71 -3.67  0.434
68 H 3.97 2.14 -1.24  -0.185
69 H 4.57 2.52 -2.81  0.322
70 H 3.48 0.06 -2.08  0.357
71 O 4.22 4.68 3.04  -0.581
72 C 3.29 4.19 2.08  0.224
73 C 3.85 2.95 1.40  0.022
74 O 4.14 1.92 2.30  -0.549
75 H 3.79 5.33 3.60  0.317
76 H 2.47 3.83 2.71  -0.421
77 H 2.82 4.91 1.40  0.403
78 H 4.75 3.18 0.82  0.312
79 H 3.06 2.76 0.66  -0.111
80 H 3.53 1.20 2.14  0.296
81 O -1.40 1.22 4.26  -0.403
82 C -1.50 1.76 5.58  -0.374
83 C -0.08 1.85 6.09  -0.109
84 O -0.02 2.57 7.33  -0.523
85 H -1.40 0.26 4.29  0.239
86 H -1.84 2.79 5.48  0.171
87 H -2.16 1.17 6.22  0.331
88 H 0.50 2.32 5.29  -0.043
89 H 0.41 0.88 6.25  0.401
90 H 0.37 1.98 7.97  0.329
91 O 0.83 0.61 0.05  0.079
92 C -0.50 0.54 -0.35  -0.819
93 C -0.69 -0.46 -1.49  0.461
94 O -2.05 -0.84 -1.63  -0.353
95 H 1.12 -0.19 0.51  0.091
96 H -1.26 0.42 0.43  0.137
97 H -0.77 1.52 -0.75  0.349
98 H -0.01 -1.31 -1.33  -0.040
99 H -0.26 -0.04 -2.41  0.215
100 H -2.08 -1.37 -2.46  0.034

As for the LUMO energy: -0.0861 eV. As for the structure (SMILES): NC(N)=O.NC(N)=O.NC(N)=O.NC(N)=O.NC(N)=O.OCCO.OCCO.OCCO.OCCO.OCCO.OCCO. The orbital gap is 8.75 eV. Its molecular weight is 672.688 g mol⁻¹. As for the energy above the lowest of the compared OMol25 structures with the same formula, charge and spin: 25.2 kcal per mole.

---

(2)
Computed, not measured: a 14-piece molecular cluster, C17H57IO15 overall in a non-equilibrium geometry, with ωB97M-V/def2-TZVPD.

Last column: Mulliken charge in e.
Atoms and positions in Å:
1 O 4.18 -0.57 3.56  -0.596
2 C 3.10 -0.89 3.12  0.491
3 C 2.05 -0.09 2.41  -0.283
4 C 0.82 -0.63 3.16  -0.342
5 I -0.96 0.02 2.24  0.107
6 C 1.15 -2.12 3.05  -0.089
7 O 2.59 -2.14 3.32  -0.395
8 H 1.96 -0.52 1.40  -0.012
9 H 2.19 0.99 2.34  0.405
10 H 0.86 -0.34 4.22  0.497
11 H 0.67 -2.75 3.79  0.267
12 H 0.97 -2.49 2.04  -0.055
13 C -1.55 4.11 1.77  -0.252
14 O -0.15 4.24 1.50  -0.401
15 H -1.96 3.43 1.03  -0.122
16 H -1.72 3.70 2.77  0.284
17 H -2.06 5.08 1.68  0.312
18 H 0.23 4.84 2.15  0.227
19 C 0.09 2.73 -1.25  -0.491
20 O 1.33 2.97 -0.61  -0.379
21 H 0.23 1.89 -1.93  0.341
22 H -0.68 2.49 -0.52  -0.073
23 H -0.23 3.60 -1.83  0.352
24 H 1.18 3.70 0.01  0.204
25 C 1.17 -3.38 -0.84  -0.552
26 O 1.48 -2.09 -0.33  -0.313
27 H 0.22 -3.68 -0.41  0.056
28 H 1.09 -3.37 -1.93  0.324
29 H 1.92 -4.12 -0.54  0.273
30 H 2.33 -1.81 -0.69  0.176
31 C 3.21 -7.02 0.18  -0.581
32 O 2.11 -6.54 0.93  -0.443
33 H 3.76 -6.16 -0.17  0.194
34 H 3.88 -7.64 0.79  0.291
35 H 2.88 -7.61 -0.69  0.280
36 H 1.61 -7.29 1.26  0.273
37 C -1.85 -4.72 2.06  -0.540
38 O -1.56 -3.70 3.00  -0.396
39 H -1.10 -5.50 2.20  0.230
40 H -2.84 -5.15 2.21  0.252
41 H -1.77 -4.36 1.03  0.208
42 H -2.23 -3.01 2.88  0.223
43 C 2.72 0.71 -3.45  -0.514
44 O 3.13 2.03 -3.09  -0.568
45 H 3.51 0.28 -4.06  0.289
46 H 2.56 0.08 -2.57  0.101
47 H 1.80 0.72 -4.05  0.306
48 H 2.42 2.41 -2.56  0.230
49 C -5.31 -3.17 3.33  -0.670
50 O -4.18 -2.35 3.03  -0.330
51 H -5.17 -4.12 2.82  0.203
52 H -5.41 -3.35 4.40  0.301
53 H -6.23 -2.70 2.96  0.288
54 H -4.30 -1.51 3.49  0.223
55 C -3.69 2.12 -2.01  -0.672
56 O -3.30 3.06 -1.01  -0.352
57 H -3.26 1.16 -1.73  0.244
58 H -4.78 2.02 -2.06  0.283
59 H -3.31 2.41 -2.99  0.319
60 H -3.67 3.92 -1.24  0.224
61 C 4.66 1.15 0.27  -0.531
62 O 3.49 0.85 -0.51  -0.320
63 H 4.44 0.87 1.29  0.152
64 H 5.52 0.56 -0.07  0.273
65 H 4.90 2.21 0.24  0.170
66 H 3.65 1.11 -1.42  0.358
67 C 6.13 4.19 -1.55  -0.366
68 O 6.17 4.53 -0.17  -0.512
69 H 5.13 3.79 -1.75  0.004
70 H 6.29 5.05 -2.19  0.337
71 H 6.86 3.42 -1.79  0.286
72 H 7.04 4.88 0.03  0.287
73 C -6.12 1.14 0.61  -0.520
74 O -5.59 2.37 1.06  -0.540
75 H -7.11 1.03 1.04  0.331
76 H -6.20 1.09 -0.47  0.231
77 H -5.50 0.29 0.94  0.179
78 H -4.71 2.47 0.67  0.322
79 C -6.21 -2.59 -0.35  -0.497
80 O -4.87 -2.15 -0.48  -0.473
81 H -6.61 -2.75 -1.35  0.267
82 H -6.26 -3.53 0.21  0.226
83 H -6.82 -1.84 0.17  0.202
84 H -4.50 -2.03 0.41  0.272
85 C 2.44 4.35 -5.38  -0.274
86 O 1.67 4.06 -6.54  -0.527
87 H 1.88 4.00 -4.52  -0.026
88 H 3.40 3.83 -5.39  0.217
89 H 2.61 5.43 -5.28  0.326
90 H 2.15 4.36 -7.31  0.291

As for the LUMO energy: 0.3674 eV. The orbital gap is 9.51 eV. Its molecular weight is 628.532 g mol⁻¹.

---

(3)
Computed, not measured: a 14-piece molecular cluster, C17H62N12O14 overall in a non-equilibrium geometry, with ωB97M-V/def2-TZVPD.

Last column: Mulliken charge in e.
Atoms and positions in Å:
1 C -1.24 -14.85 1.88  3.364
2 C -0.58 -13.65 1.23  -1.383
3 O -0.70 -13.71 -0.22  1.464
4 H -2.22 -14.88 1.44  -1.187
5 H -1.25 -14.82 2.99  0.134
6 H -0.70 -15.72 1.58  -1.859
7 H 0.50 -13.79 1.41  0.640
8 H -0.96 -12.74 1.64  0.571
9 H -0.04 -13.06 -0.55  -1.037
10 C -0.33 -12.20 -3.52  -0.742
11 C 1.13 -12.61 -3.35  -0.412
12 O 1.26 -12.72 -1.97  -0.195
13 H -0.52 -11.21 -3.19  0.198
14 H -1.06 -12.84 -3.04  -0.029
15 H -0.56 -12.41 -4.55  0.464
16 H 1.79 -11.91 -3.83  0.412
17 H 1.20 -13.61 -3.86  0.295
18 H 2.20 -12.90 -1.68  -0.097
19 C 1.35 -9.79 -0.35  -0.797
20 C -0.12 -9.89 -0.61  0.666
21 O -0.80 -8.99 0.25  -0.610
22 H 1.79 -8.85 -0.74  0.478
23 H 1.91 -10.52 -0.90  0.085
24 H 1.58 -9.94 0.64  0.029
25 H -0.51 -10.89 -0.57  -0.766
26 H -0.17 -9.68 -1.63  0.557
27 H -0.64 -8.08 0.02  0.313
28 C 1.12 -16.62 -1.31  0.273
29 O 1.77 -17.83 -1.56  -0.810
30 N 0.81 -15.85 -2.34  -0.242
31 N 1.11 -16.06 -0.10  0.529
32 H 1.07 -16.20 -3.28  0.283
33 H 0.53 -14.90 -2.40  0.166
34 H 1.29 -16.71 0.70  -0.256
35 H 0.50 -15.22 0.02  0.254
36 C 0.98 -17.14 3.48  0.595
37 O -0.05 -16.53 4.16  -0.674
38 N 2.21 -17.23 3.92  -0.386
39 N 0.82 -17.76 2.37  -0.355
40 H 2.44 -16.85 4.86  0.312
41 H 2.93 -17.61 3.37  0.138
42 H -0.10 -17.86 1.98  0.286
43 H 1.63 -18.31 1.92  0.254
44 C -2.14 -12.56 5.20  0.660
45 O -1.15 -12.00 6.02  -0.759
46 N -2.79 -13.63 5.54  -0.284
47 N -2.33 -12.09 4.01  0.092
48 H -2.82 -13.83 6.58  0.262
49 H -3.21 -14.21 4.83  0.252
50 H -1.64 -11.32 3.69  -0.060
51 H -3.04 -12.50 3.37  0.070
52 C 3.56 -12.12 1.91  -0.157
53 O 2.58 -12.30 0.96  -0.414
54 N 3.80 -11.05 2.59  -0.301
55 N 4.35 -13.08 2.08  -0.334
56 H 3.29 -10.16 2.53  0.288
57 H 4.58 -11.00 3.21  0.200
58 H 4.10 -14.02 1.66  0.255
59 H 5.17 -13.34 2.69  0.282
60 C -4.62 -14.35 3.14  0.787
61 O -3.82 -15.26 3.80  -0.718
62 N -5.23 -14.62 2.03  -0.351
63 N -4.76 -13.12 3.54  -0.617
64 H -4.85 -15.42 1.55  0.205
65 H -5.85 -13.92 1.52  0.209
66 H -4.21 -12.87 4.44  0.340
67 H -5.25 -12.35 3.07  0.190
68 C 4.11 -14.55 -1.54  0.479
69 O 3.98 -15.56 -2.48  -0.731
70 N 5.21 -13.88 -1.27  -0.342
71 N 3.13 -14.25 -0.77  0.091
72 H 6.08 -14.11 -1.91  0.295
73 H 5.34 -13.08 -0.68  0.179
74 H 2.21 -14.88 -0.81  -0.481
75 H 3.06 -13.44 -0.08  0.591
76 C 1.15 -13.27 4.01  -0.160
77 O 2.25 -12.57 4.59  -0.706
78 H 0.67 -13.86 4.74  0.498
79 H 1.52 -14.03 3.26  -0.097
80 H 0.26 -12.73 3.62  -0.186
81 H 2.78 -12.21 3.83  0.481
82 C 0.49 -10.08 3.37  -0.350
83 O -0.64 -10.38 2.63  -0.708
84 H 1.38 -10.61 3.01  -0.386
85 H 0.44 -10.29 4.48  0.342
86 H 0.73 -9.06 3.36  0.504
87 H -0.69 -9.76 1.92  0.265
88 C -2.95 -16.06 -1.50  0.123
89 O -1.98 -16.96 -1.96  -0.699
90 H -2.68 -15.05 -1.84  -0.044
91 H -2.89 -16.02 -0.37  -0.157
92 H -4.00 -16.17 -1.80  0.377
93 H -1.17 -16.42 -2.07  0.319
94 C -3.20 -11.65 0.00  -0.350
95 O -3.58 -12.98 0.21  -0.457
96 H -2.49 -11.62 -0.86  -0.146
97 H -2.90 -11.09 0.85  0.209
98 H -4.04 -11.10 -0.40  0.505
99 H -2.79 -13.54 0.20  -0.002
100 C -0.84 -19.45 0.37  -0.789
101 O -1.43 -18.28 0.91  -0.655
102 H -1.54 -20.25 0.06  0.295
103 H -0.18 -19.82 1.18  0.299
104 H -0.22 -19.19 -0.42  0.255
105 H -1.79 -17.81 0.15  0.317

As for the LUMO energy: -0.2895 eV. The orbital gap is 7.72 eV. Its molecular weight is 658.753 g mol⁻¹. As for the energy above the lowest of the compared OMol25 structures with the same formula, charge and spin: 57.0 kcal per mole.

---

(4)
Computed, not measured: C17H66O23 as an isolated structure in a non-equilibrium geometry, with ωB97M-V/def2-TZVPD.

Last column: Mulliken charge in e.
Atoms and positions in Å:
1 O -1.54 -1.76 0.26  -0.302
2 H -1.24 -2.23 -0.52  -0.255
3 H -2.49 -1.83 0.24  0.484
4 O -0.30 -2.96 -1.23  -0.726
5 H -0.42 -3.74 -0.68  0.465
6 H 0.64 -2.94 -1.40  0.496
7 O 3.62 0.02 0.04  -0.704
8 H 4.35 -0.49 -0.33  0.514
9 H 2.98 0.07 -0.67  0.220
10 O 0.48 0.07 -3.86  -0.537
11 H 1.14 -0.23 -4.48  0.204
12 H 0.35 0.99 -4.08  0.454
13 O 2.09 -1.88 -3.24  -0.531
14 H 2.91 -1.45 -3.47  0.365
15 H 1.85 -2.37 -4.02  0.547
16 O 3.95 0.11 -2.91  -0.503
17 H 3.87 -0.50 -2.18  -0.082
18 H 4.88 0.09 -3.14  0.231
19 O 1.93 -2.97 -0.91  -0.688
20 H 2.51 -2.98 -1.67  0.360
21 H 1.85 -2.05 -0.68  -1.012
22 O 2.19 -1.42 1.18  -0.755
23 H 1.90 -0.68 1.70  0.360
24 H 2.80 -1.04 0.54  0.423
25 C 0.05 2.68 -0.16  0.993
26 C -0.11 3.66 1.02  -2.084
27 O -1.44 4.33 1.07  -0.615
28 O -0.99 1.77 -0.20  -0.530
29 H 1.00 2.19 0.08  -0.789
30 H 0.10 3.33 -1.03  0.467
31 H 0.59 4.50 0.96  0.356
32 H 0.10 2.99 1.85  1.772
33 H -1.32 5.03 1.72  0.431
34 H -0.55 0.92 -0.28  -0.942
35 C 0.92 -0.13 -1.46  1.767
36 C 0.46 -0.37 -0.02  -0.536
37 O -0.80 -0.02 0.50  1.282
38 O 2.11 -0.76 -1.86  0.242
39 H 1.22 0.92 -1.59  -0.226
40 H 0.26 -0.46 -2.26  -1.071
41 H 1.16 0.17 0.63  -1.460
42 H 0.55 -1.44 0.16  1.235
43 H -1.39 -0.77 0.57  -0.230
44 H 2.05 -0.95 -2.79  -1.012
45 C 2.60 1.96 -2.66  0.602
46 C 3.06 2.99 -1.69  -1.270
47 O 2.22 2.99 -0.63  -0.136
48 O 3.31 1.97 -3.87  -0.762
49 H 1.54 2.16 -2.81  0.065
50 H 2.52 0.95 -2.25  1.210
51 H 3.04 3.96 -2.18  0.486
52 H 4.13 3.01 -1.48  0.350
53 H 2.59 3.41 0.16  0.242
54 H 3.53 1.06 -4.05  0.489
55 C -4.21 -1.43 1.05  -0.979
56 C -3.92 -0.10 0.41  0.805
57 O -4.94 0.17 -0.59  -0.688
58 O -3.76 -2.51 0.22  -0.611
59 H -5.27 -1.44 1.27  0.489
60 H -3.67 -1.48 2.00  0.420
61 H -2.96 0.02 -0.08  -0.402
62 H -4.11 0.67 1.16  0.649
63 H -4.54 0.80 -1.20  0.464
64 H -4.34 -2.69 -0.52  0.420
65 C 2.16 1.03 1.89  1.388
66 C 2.22 2.26 2.80  -1.510
67 O 1.52 2.17 3.99  -0.547
68 O 2.97 -0.05 2.53  -0.546
69 H 2.61 1.14 0.91  0.251
70 H 1.10 0.81 1.86  0.074
71 H 2.03 3.12 2.16  0.457
72 H 3.30 2.35 2.93  0.491
73 H 1.29 3.01 4.39  0.429
74 H 2.99 0.13 3.48  0.482
75 C -2.03 -0.93 -3.00  0.909
76 C -3.30 -1.80 -3.11  0.084
77 O -3.12 -3.05 -3.71  -0.631
78 O -1.72 -0.20 -4.24  -0.866
79 H -1.18 -1.53 -2.68  -0.355
80 H -2.23 -0.21 -2.21  -0.040
81 H -4.10 -1.23 -3.59  0.455
82 H -3.57 -1.92 -2.06  -0.450
83 H -2.74 -3.64 -3.06  0.372
84 H -0.86 0.23 -4.19  0.429
85 C 0.09 -2.93 2.28  -0.271
86 C -1.22 -3.41 2.87  -0.364
87 O -1.45 -3.04 4.22  -0.557
88 O -0.02 -1.55 1.97  -0.066
89 H 0.23 -3.27 1.26  -0.070
90 H 0.97 -3.27 2.83  0.285
91 H -1.34 -4.49 2.82  0.661
92 H -2.13 -2.99 2.46  -0.171
93 H -1.57 -3.85 4.72  0.316
94 H -0.45 -1.49 1.12  0.505
95 C -1.43 1.67 4.14  -1.886
96 C -1.58 1.66 2.64  1.412
97 C -2.19 0.40 2.16  0.276
98 O -2.55 2.70 2.34  -0.869
99 H -1.08 2.63 4.53  0.371
100 H -0.64 0.94 4.34  0.277
101 H -2.26 1.31 4.74  0.407
102 H -0.64 2.02 2.21  -1.530
103 H -1.54 -0.46 2.30  -0.788
104 H -2.29 0.36 1.07  -0.753
105 H -3.19 0.31 2.58  1.263
106 H -2.11 3.16 1.62  0.759

As for the LUMO energy: -1.0019 eV. The orbital gap is 6.52 eV. Its molecular weight is 638.692 g mol⁻¹.

---

(5)
Computed, not measured: C17H6Cl5F2NOTl as an isolated structure, with ωB97M-V/def2-TZVPD.

Last column: Mulliken charge in e.
Atoms and positions in Å:
1 Tl -0.06 0.19 0.62  1.024
2 Cl 4.02 4.76 4.84  -0.101
3 C 3.08 4.08 3.61  0.664
4 C 3.32 2.75 3.21  -0.285
5 Cl 4.50 1.81 4.01  -0.132
6 C 2.59 2.22 2.17  0.790
7 Cl 2.82 0.60 1.66  -0.163
8 C 1.57 2.97 1.49  -0.062
9 O 0.93 2.50 0.52  -0.704
10 C 1.32 4.31 1.97  0.488
11 Cl 0.08 5.20 1.22  -0.110
12 C 2.07 4.85 2.99  -0.130
13 Cl 1.80 6.46 3.50  -0.130
14 F -4.36 -3.28 2.09  -0.286
15 C -3.54 -2.95 1.09  0.321
16 C -2.61 -1.94 1.30  -0.707
17 C -1.81 -1.66 0.24  0.137
18 C -1.80 -2.23 -1.02  -0.004
19 C -2.77 -3.24 -1.14  0.432
20 F -2.92 -3.91 -2.29  -0.301
21 C -3.63 -3.60 -0.12  -0.746
22 C -0.84 -1.82 -2.08  0.554
23 C -0.83 -2.37 -3.36  -0.665
24 C 0.10 -1.92 -4.29  -0.371
25 C 1.00 -0.94 -3.93  -0.811
26 C 0.93 -0.44 -2.65  -0.008
27 N 0.05 -0.86 -1.75  -0.372
28 H -2.56 -1.43 2.26  0.425
29 H -4.36 -4.38 -0.28  0.491
30 H -1.54 -3.12 -3.65  0.496
31 H 0.11 -2.35 -5.28  0.448
32 H 1.74 -0.57 -4.63  0.400
33 H 1.61 0.34 -2.32  0.416

As for the LUMO energy (alpha / beta): -6.0193 / -4.7871 eV. The orbital gap (alpha / beta) is 5.71 / 7.11 eV. Its molecular weight is 659.885 g mol⁻¹. The charge is +1. As for the energy above the lowest of the compared OMol25 structures with the same formula, charge and spin: 0.0 kcal per mole.